No. 1
The following is a quantum chemistry calculation of 2 unconnected molecules or ions with the total composition C3HCl2NS, from the Open Molecules 2025 dataset.

```
8
Properties=species:S:1:pos:R:3:lowdin_charge:R:1
C 0.9499 -0.3746 -1.0171 -0.42
C -1.3555 -0.2277 0.4231 -1.24
C 1.0749 0.2756 0.1658 -0.58
N 1.1105 -0.8770 -2.0342 0.18
S -1.6795 -1.6952 0.9574 0.69
Cl -2.2390 1.1352 0.1470 0.67
Cl 1.2358 2.0135 0.1946 0.62
H 0.9029 -0.2498 1.1635 0.08
```

The LUMO energy (alpha / beta) is -1.31 / -1.36 eV. The HOMO-LUMO gap (alpha / beta) comes out at 7.649 / 7.337 eV. The value obtained for the HOMO energy (alpha / beta) is -9.0 / -8.7 eV.


No. 2
The following is a quantum chemistry calculation of C3HCl3N2 in the gas phase, from the Open Molecules 2025 dataset.

```
9
Properties=species:S:1:pos:R:3:lowdin_charge:R:1
H 0.3270 -2.2412 0.0664 0.05
N -0.1647 -1.7344 -0.6563 0.19
C -0.2020 -0.4849 -0.5544 -0.37
C -0.8259 0.4066 -1.4410 -0.24
N -1.3352 1.0371 -2.2582 0.21
C 0.4187 0.5412 0.8564 -1.55
Cl -0.9863 1.2254 1.7169 0.56
Cl 1.2765 -0.5476 1.9795 0.55
Cl 1.4919 1.7977 0.2906 0.59
```

The LUMO energy is -0.63 eV. The SMILES is [H]/N=C(/C#N)C(Cl)(Cl)Cl. The HOMO-LUMO gap comes out at 10.231 eV. The value obtained for the HOMO energy is -10.9 eV.


No. 3
The following is a quantum chemistry calculation of 2 unconnected molecules or ions with the total composition C3HCl3N2O, from the Open Molecules 2025 dataset.

```
10
Properties=species:S:1:pos:R:3:lowdin_charge:R:1
O 2.5453 0.9495 0.7744 0.10
N 1.4520 1.0539 0.4135 -0.12
C 0.4104 1.0118 -0.0985 -0.20
C -1.0179 1.1107 -0.2297 -1.51
Cl -1.3516 2.0482 -1.7210 0.59
Cl -1.8967 -0.4226 -0.3222 0.60
Cl -1.6323 2.0726 1.2285 0.54
C 0.4698 -2.4823 -0.0601 -0.16
N 1.4558 -2.2774 0.4393 0.07
H -0.4348 -3.0644 -0.4242 0.08
```

The LUMO energy is -0.16 eV. The SMILES is [O-][N+]#CC(Cl)(Cl)Cl.C#N. The HOMO-LUMO gap comes out at 10.226 eV. The value obtained for the HOMO energy is -10.4 eV.


No. 4
The following is a quantum chemistry calculation of a molecular structure, C3HCl3NP, from the Open Molecules 2025 dataset.

```
9
Properties=species:S:1:pos:R:3:lowdin_charge:R:1
C 0.7208 0.0945 -0.1505 -0.84
C -0.1460 -0.9207 -0.0725 -0.13
C -0.0870 1.3058 0.0863 -0.96
N -1.2939 1.1866 0.4805 -0.21
P -1.6491 -0.3897 0.7745 0.87
Cl 2.4061 -0.0459 -0.2426 0.69
Cl 2.2717 -3.2127 -0.3819 -0.25
Cl 0.6125 2.7302 -0.3305 0.82
H -2.8353 -0.7483 -0.1632 0.01
```

The LUMO energy (alpha / beta) is -4.26 / -4.26 eV. The HOMO-LUMO gap (alpha / beta) comes out at 5.395 / 5.382 eV. The value obtained for the HOMO energy (alpha / beta) is -9.7 / -9.6 eV.


No. 5
The following is a quantum chemistry calculation of C3HClFNO2 in the gas phase, from the Open Molecules 2025 dataset.

```
9
Properties=species:S:1:pos:R:3:lowdin_charge:R:1
O -1.2487 1.6881 -0.8264 0.08
C -0.5618 0.7387 -0.2636 -0.45
N 0.6153 0.9991 0.2093 0.16
C 1.2114 -0.2410 0.4254 -0.69
Cl 2.5474 -0.4062 1.4728 0.73
C 0.3381 -1.1219 0.0617 -0.38
F 0.3418 -2.4631 0.2506 0.11
O -0.8385 -0.6672 -0.4323 0.17
H -2.4050 1.4736 -0.8975 0.29
```

The LUMO energy is -0.18 eV. The SMILES is Oc1nc(Cl)c(F)o1. The HOMO-LUMO gap comes out at 8.948 eV. The value obtained for the HOMO energy is -9.1 eV.


No. 6
The following is a quantum chemistry calculation of a gas-phase ion, C3HClFO2 (charge -1), from the Open Molecules 2025 dataset.

```
8
Properties=species:S:1:pos:R:3:lowdin_charge:R:1
O 1.6371 1.4054 0.5161 -0.11
C 0.5551 1.1889 -0.0908 -0.75
O -0.3334 1.9765 -0.5303 -0.10
C 0.3295 -0.3717 -0.3045 -0.59
Cl 1.7463 -1.3362 -0.4417 0.63
C -0.8991 -0.8058 0.1741 -0.19
F -1.3081 -2.0799 0.3253 -0.03
H -1.7274 0.0229 0.3517 0.15
```

The charge is -1. The LUMO energy is 3.66 eV. The SMILES is O=C([O-])/C(Cl)=C/F. The HOMO-LUMO gap comes out at 8.205 eV. The value obtained for the HOMO energy is -4.5 eV.


For the records above, the corresponding strongest force on any atom values read 0.0845; 0.0771; 0.1043; 0.0697; 0.1302; 0.0741 Eh/bohr.